# 1
{"formula": "CH3N2OS2", "method": "ωB97M-V/def2-TZVPD", "homo_lumo_gap_ev": 5.186, "charge": -1, "spin_multiplicity": 1, "de_lowest_kj_mol": 84.6, "symbols": ["C", "N", "N", "O", "S", "S", "H", "H", "H"], "coordinates": [[-1.72950, 1.61531, 0.83672], [1.09612, -1.11451, -1.22584], [1.15485, -0.10936, -0.01024], [-1.03305, 2.25067, 0.15158], [-2.91534, 0.80913, 1.47325], [0.41122, -0.68852, 1.47083], [1.99288, -1.62649, -1.46954], [0.41698, -1.80177, -0.92911], [0.60584, 0.66554, -0.29765]]}

---

# 2
{"formula": "C3H5NO2S", "method": "ωB97M-V/def2-TZVPD", "homo_lumo_gap_ev": 9.614, "spin_multiplicity": 1, "de_lowest_kj_mol": 267.6, "symbols": ["C", "C", "C", "N", "O", "O", "S", "H", "H", "H", "H", "H"], "coordinates": [[-1.40925, 1.21316, 3.36399], [1.05451, -1.61603, -1.42436], [1.54989, -0.78153, -0.52115], [-0.37757, 0.83493, 3.02414], [-2.17129, 0.58831, -1.99405], [-0.44046, 2.02264, -1.17383], [-1.19188, 0.78908, -0.98825], [0.26772, -2.39536, -1.12562], [1.61430, -1.62488, -2.30751], [-2.39220, 1.58292, 3.47283], [1.16362, -0.46290, 0.44603], [2.33263, -0.15034, -0.77223]]}

---

# 3
{"formula": "C17H34CrN6OS2", "method": "ωB97M-V/def2-TZVPD", "homo_lumo_gap_ev": [6.265, 7.219], "charge": 3, "spin_multiplicity": 4, "de_lowest_kj_mol": 78.2, "symbols": ["Cr", "N", "C", "C", "N", "C", "C", "N", "C", "C", "N", "H", "H", "H", "H", "H", "H", "H", "H", "H", "H", "H", "H", "H", "H", "H", "H", "H", "H", "C", "S", "O", "C", "C", "C", "C", "C", "C", "H", "H", "H", "H", "H", "H", "H", "H", "S", "C", "N", "C", "C", "C", "N", "H", "H", "H", "H", "H", "H", "H", "H"], "coordinates": [[0.18824, -0.87915, -0.34309], [-0.05371, -0.79536, 1.63124], [-1.50486, -0.86008, 1.96359], [-2.19643, -1.87439, 1.05826], [-1.64129, -1.82136, -0.34157], [-2.49265, -0.98775, -1.25201], [-2.41865, 0.46333, -0.81490], [-0.97220, 0.83213, -0.63798], [-1.43088, -3.20097, -0.89096], [-0.18792, -3.79713, -0.26325], [0.94620, -2.83856, -0.50128], [0.47014, -1.48715, 2.16426], [0.30689, 0.16764, 1.87871], [-1.89531, 0.14682, 1.84425], [-1.63732, -1.12726, 3.01098], [-3.27242, -1.69766, 1.02759], [-2.05356, -2.88324, 1.44000], [-3.52143, -1.35262, -1.26830], [-2.09352, -1.09666, -2.26452], [-2.93201, 0.62363, 0.12901], [-2.89958, 1.10342, -1.55194], [-0.85898, 1.53892, 0.10541], [-0.63706, 1.29223, -1.48546], [-1.29669, -3.11204, -1.97177], [-2.30915, -3.82676, -0.72419], [0.02475, -4.77841, -0.68447], [-0.29572, -3.92098, 0.81310], [1.26717, -2.96200, -1.46426], [1.75195, -3.09327, 0.06703], [4.23849, -0.02076, -1.62581], [3.22880, 0.52442, -0.26721], [1.79345, 0.03976, -0.70334], [3.22237, 2.25523, -0.48922], [3.85607, 2.99617, 0.50071], [3.96812, 4.36880, 0.32227], [3.43788, 4.96484, -0.81202], [2.78949, 4.20512, -1.78532], [2.68354, 2.83559, -1.63589], [3.74831, 0.25279, -2.55981], [4.39395, -1.09495, -1.54589], [5.19060, 0.50202, -1.52836], [4.25943, 2.51778, 1.38500], [4.46889, 4.96849, 1.07005], [3.53205, 6.03424, -0.94694], [2.38654, 4.68418, -2.66747], [2.20317, 2.23425, -2.39852], [0.19100, 2.25070, 2.13128], [-0.38608, 3.03602, 3.56739], [0.22107, 2.84492, 4.73021], [-0.13954, 3.53582, 5.97922], [-1.60732, 3.91878, 5.93809], [-1.91124, 4.65601, 4.64768], [-1.41752, 3.86590, 3.50800], [1.03945, 2.26060, 4.71438], [0.49093, 4.41823, 6.09858], [0.06822, 2.85754, 6.80350], [-1.83491, 4.56391, 6.78464], [-2.23312, 3.02908, 6.02139], [-1.43774, 5.63901, 4.63829], [-2.98115, 4.79652, 4.51366], [-1.82255, 4.01077, 2.59895]]}